A molecular structure, C45H42BrN3O10PbS3. Source: the OMol25 dataset; level of theory: ωB97M-V with the def2-TZVPD basis set.

```
105
Properties=species:S:1:pos:R:3:forces:R:3
C 1.309 5.084 -0.019 0.0 0.0 -0.1
C 6.849 0.454 -0.310 0.0 0.1 0.0
O 2.766 -2.444 -2.998 -0.1 0.2 -0.3
C -3.623 -4.150 0.120 0.0 0.1 -0.1
H -3.167 -4.065 1.109 0.0 0.0 0.0
H -2.047 -1.549 -4.662 0.0 0.0 0.0
H 6.165 -4.655 1.444 0.0 0.0 -0.1
H 0.342 2.780 -3.657 0.0 0.0 0.0
C -2.478 -2.451 -4.248 0.0 0.0 0.0
C -4.321 -2.872 -0.330 0.1 0.0 0.0
H -0.302 3.758 0.361 0.0 0.0 0.1
C -0.806 -1.439 4.389 -0.2 0.1 0.3
C 1.328 3.781 1.755 0.1 0.0 -0.1
H -3.446 -2.036 2.246 0.0 0.0 0.1
O 5.904 -4.333 0.570 -0.1 -0.1 0.1
C 0.305 1.572 2.582 0.2 -0.2 -0.1
C 2.812 0.996 -1.642 -0.1 -0.1 0.2
Pb -0.106 -1.859 0.472 0.1 -0.1 -0.1
O 1.210 -1.548 -1.674 -0.3 -0.1 -0.4
C -4.632 0.837 0.285 0.0 0.1 0.0
C 0.325 1.089 5.000 0.1 0.0 -0.1
H 1.900 3.240 -2.877 0.0 0.1 0.0
H 7.347 -0.341 -0.862 0.0 0.0 0.0
H 0.269 1.490 0.560 0.1 0.1 -0.3
C 2.892 -2.844 -0.637 0.1 0.1 -0.1
C -6.629 2.164 -1.061 0.0 0.0 0.0
O 0.054 1.022 1.424 -0.1 0.2 0.4
H 1.887 7.259 -2.494 0.0 0.0 0.0
C 2.288 -2.284 -1.911 0.2 -0.2 0.9
C 3.456 6.167 0.311 0.0 0.0 0.1
C -2.650 -4.043 -2.482 0.0 0.0 0.0
C 2.476 5.260 0.732 0.0 0.1 0.0
H -3.588 -2.172 -0.727 0.0 0.0 0.0
C 3.219 6.865 -0.849 -0.1 0.0 0.0
H 3.946 7.584 -1.200 0.0 0.0 0.0
H 0.144 -1.669 4.868 0.0 0.0 0.0
C -5.094 -2.188 0.804 0.0 0.0 0.0
N 2.151 -2.759 0.463 -0.1 -0.1 -0.2
H 3.490 0.186 -3.525 0.0 0.0 0.0
H 6.886 0.221 0.753 0.0 0.0 0.0
H 1.866 2.037 -4.211 0.0 0.0 0.0
H 5.794 -0.106 -2.756 0.0 0.0 0.0
C 0.931 2.832 2.805 -0.1 -0.1 0.1
H -5.822 -1.504 0.366 0.0 0.0 0.0
C 3.158 1.343 -0.345 0.0 0.1 -0.1
H -5.726 1.402 -2.849 0.0 0.0 0.0
C 4.467 1.172 0.076 0.0 0.0 0.0
C -0.015 0.708 3.716 -0.2 -0.1 -0.1
H 4.742 1.463 1.082 0.0 0.0 0.0
H -4.644 -4.931 -5.052 0.0 0.0 0.0
S -3.323 0.021 1.170 0.0 -0.1 -0.1
H 7.422 1.370 -0.464 0.0 0.0 0.0
H -5.010 -3.106 -1.141 0.0 0.0 0.0
C -4.666 0.773 -1.098 -0.1 0.0 0.0
H -3.694 -2.844 -5.968 0.0 0.0 0.0
C -5.680 1.443 -1.770 0.0 0.0 0.0
H 0.144 5.669 -1.760 0.0 0.0 0.0
C -3.403 -3.181 -4.983 0.0 0.0 0.0
C 5.434 0.641 -0.776 0.0 0.0 0.0
H 4.357 6.310 0.891 0.0 0.0 0.0
C 3.758 0.476 -2.516 0.0 0.0 0.0
C 3.868 -3.782 1.727 -0.1 0.0 0.1
C 0.979 2.301 5.175 -0.1 -0.1 0.0
S -2.195 -4.663 -0.884 0.0 -0.1 0.2
O -1.042 -3.798 -0.381 0.0 0.1 0.0
S 1.115 1.116 -2.169 0.3 0.1 -0.4
O 0.327 1.684 -1.018 0.0 0.1 0.2
N 0.586 4.128 0.660 -0.2 -0.1 -0.1
H 4.201 -4.150 2.689 0.0 0.0 0.0
C 2.034 6.680 -1.592 0.0 0.0 0.0
C 5.059 0.305 -2.076 0.0 0.0 0.0
C -6.579 2.221 0.327 0.0 0.0 0.0
C 1.332 2.444 -3.355 -0.1 0.1 0.2
C -3.940 -4.354 -4.469 0.0 0.0 0.0
H -3.911 0.209 -1.629 0.0 0.0 0.0
H -5.520 1.610 2.091 0.0 0.0 0.0
O -0.615 -0.421 3.377 0.3 0.3 0.0
C -4.235 -1.420 1.803 0.0 0.0 -0.1
H 4.730 -3.464 -1.553 0.0 0.0 0.0
H -5.667 -2.926 1.372 0.0 0.0 0.0
C -5.570 1.562 1.010 0.0 0.0 0.0
C 1.274 3.162 4.093 -0.1 0.0 -0.1
H -1.356 -2.330 -2.415 0.0 0.0 0.0
H -4.846 -1.023 2.616 0.0 0.0 0.0
H 2.428 1.778 0.324 0.0 0.0 0.0
O -2.373 -0.514 0.112 0.0 0.0 0.2
Br 1.461 2.830 6.878 0.0 0.1 0.1
C -3.557 -4.799 -3.214 0.0 0.0 0.0
H -7.320 2.786 0.875 0.0 0.0 0.0
C -2.092 -2.880 -2.986 0.0 0.0 0.0
H -7.408 2.694 -1.591 0.0 0.0 0.0
H -1.144 -2.320 3.857 0.0 0.1 0.1
H -4.299 -5.007 0.142 0.0 0.0 0.0
H 0.108 0.469 5.853 0.0 -0.1 0.0
C 2.607 -3.235 1.614 0.0 0.0 0.0
H -1.546 -1.095 5.111 0.0 0.1 0.0
O 0.393 -2.908 2.410 -0.2 0.1 -0.2
O 2.018 -3.235 3.910 0.0 0.0 0.2
N 2.453 4.438 1.840 0.0 -0.1 0.0
C 4.659 -3.848 0.581 0.1 0.0 -0.1
H 1.779 4.102 4.264 0.0 0.0 0.0
C 1.058 5.793 -1.196 0.0 -0.1 0.1
C 1.622 -3.125 2.774 0.2 -0.1 -0.2
C 4.154 -3.386 -0.643 -0.1 0.0 0.1
H -3.954 -5.725 -2.816 0.0 0.0 0.0
```
Forces are in eV/Å.

## Properties
Molecular weight, g/mol: 1168.15
Charge: +2
ΔE to the lowest compared entry with this formula, charge and spin, kcal/mol: 35.9
Frontier orbital gap (spin up / spin down), eV: 4.665 / 3.967
Multiplicity: 1
LUMO energy (spin up / spin down), eV: -8.052 / -8.787